# 1
ORCA calculation (ωB97M-V/def2-TZVPD) on 2 unconnected molecules or ions with the total composition H4O2 at a distorted geometry.

**Structure (SMILES)**: O.O
**ΔE to the lowest compared entry with this formula, charge and spin**: 21.28 kJ/mol
**Frontier orbital gap**: 0.445 Eh

Last column: Löwdin charge in e.
CARTESIAN COORDINATES (ANGSTROEM)
O1 3.51 2.71 1.13  -0.09
O2 2.36 -0.06 -2.74  -0.09
H1 3.08 0.54 -3.04  0.05
H2 4.33 3.22 1.29  0.05
H3 3.04 2.71 2.00  0.05
H4 2.22 0.18 -1.80  0.04

=====

# 2
ORCA calculation (ωB97M-V/def2-TZVPD) on 2 unconnected molecules or ions with the total composition H4O2 at a distorted geometry.

**Structure (SMILES)**: O.O
**ΔE to the lowest compared entry with this formula, charge and spin**: 33.86 kJ/mol
**Frontier orbital gap**: 0.418 Eh

Last column: Löwdin charge in e.
CARTESIAN COORDINATES (ANGSTROEM)
O1 -1.88 -0.10 -0.03  -0.12
O2 1.13 0.02 -0.04  -0.11
H1 -1.83 0.85 0.27  0.05
H2 2.08 0.40 -0.18  0.09
H3 -0.96 -0.34 -0.36  0.02
H4 1.48 -0.82 0.35  0.06

=====

# 3
ORCA calculation (ωB97M-V/def2-TZVPD) on 2 unconnected molecules or ions with the total composition H4O2 at a distorted geometry.

**Structure (SMILES)**: O.O
**ΔE to the lowest compared entry with this formula, charge and spin**: 32.53 kJ/mol
**Frontier orbital gap**: 0.452 Eh

Last column: Löwdin charge in e.
CARTESIAN COORDINATES (ANGSTROEM)
O1 -1.78 -0.01 -0.13  -0.12
O2 2.22 -0.04 0.00  -0.05
H1 1.61 -0.61 -0.47  0.03
H2 1.85 0.84 -0.09  0.03
H3 -1.20 -0.44 0.56  0.05
H4 -2.70 0.26 0.14  0.06

=====

# 4
ORCA calculation (ωB97M-V/def2-TZVPD) on 2 unconnected molecules or ions with the total composition H4O2 at a distorted geometry.

**Structure (SMILES)**: O.O
**ΔE to the lowest compared entry with this formula, charge and spin**: 22.58 kJ/mol
**Frontier orbital gap**: 0.451 Eh

Last column: Löwdin charge in e.
CARTESIAN COORDINATES (ANGSTROEM)
O1 0.83 -1.39 -0.68  -0.08
O2 -1.01 1.48 0.59  -0.06
H1 -0.91 0.55 0.74  -0.01
H2 -0.98 1.59 -0.38  0.06
H3 0.58 -1.55 0.26  0.04
H4 1.48 -0.68 -0.53  0.05